1:
DFT (wB97M-V/def2-TZVPD) results for one molecule with the formula C7H8N2O3.

The value obtained for the LUMO energy is 0.0228 hartree. Its HOMO-LUMO gap is 0.3389 hartree. The structure (SMILES) is CN(N=O)c1cc(O)ccc1O.

Each line ends with the Mulliken charge.
Cartesian coordinates (Å):
C -2.57732 0.08690 1.14893  -0.90
N -1.65928 -0.33288 -0.00653  0.47
N -2.10585 -1.03852 -1.03410  -0.21
O -3.31978 -1.27579 -0.92413  -0.49
C -0.20610 -0.07588 -0.01671  0.32
C 0.68480 -1.08946 -0.01520  -0.60
C 2.04510 -0.86880 -0.15077  0.56
O 2.82142 -1.99868 -0.04275  -0.52
C 2.58238 0.37772 -0.16576  -0.60
C 1.63951 1.52328 -0.44217  -0.60
C 0.28692 1.22653 -0.35506  0.38
O -0.52517 2.29790 -0.43845  -0.58
H -2.02532 0.74705 1.75316  0.38
H -3.58019 0.41442 0.76738  0.27
H -2.71755 -0.90736 1.59661  0.35
H 0.49848 -2.14956 0.05454  0.43
H 3.75511 -1.87704 -0.23275  0.30
H 3.63881 0.48867 -0.20168  0.34
H 2.04970 2.55512 -0.48973  0.38
H -1.28567 1.89637 -0.80485  0.35

2:
DFT (wB97M-V/def2-TZVPD) results for one molecule with the formula C7H8N2O3.

The value obtained for the LUMO energy is 0.0128 hartree. Its HOMO-LUMO gap is 0.3415 hartree. The structure (SMILES) is N[C@H](Oc1ccccc1)[N+](=O)[O-].

Each line ends with the Mulliken charge.
Cartesian coordinates (Å):
N -2.51960 -1.42539 0.29703  -0.40
C -2.39609 -0.20776 -0.24432  -0.25
O -1.45061 0.68542 0.27604  -0.36
C -0.09934 0.60724 0.19216  0.49
C 0.61097 -0.48778 -0.26092  -0.11
C 2.04585 -0.51264 -0.31265  -0.67
C 2.71790 0.68672 -0.16797  -0.21
C 2.00352 1.86488 0.16741  -0.63
C 0.70220 1.77104 0.52838  -0.52
N -3.85523 0.57716 -0.16567  0.87
O -4.73048 -0.10693 0.36240  -0.56
O -4.09876 1.61893 -0.72064  -0.54
H -3.03191 -2.15523 -0.21706  0.27
H -2.83018 -1.48239 1.31873  0.26
H -2.20893 -0.31107 -1.27712  0.48
H -0.00407 -1.37211 -0.38090  0.39
H 2.70271 -1.35019 -0.45034  0.36
H 3.78126 0.74759 -0.29072  0.37
H 2.63557 2.64068 0.38979  0.40
H 0.14992 2.67453 0.76149  0.34

Short version: 1 is the most stable of them.